DFT (ωB97M-V with the def2-TZVPD basis set) results for a cluster of 2 separate species, C9H14O in total.

Calculated values
Strongest force on any atom: 4.79 eV/Å
Total energy: -11605.7552 eV
Structure (SMILES): Cc1ccc(O)cc1.CC
ΔE to the lowest compared entry with this formula, charge and spin: 1.882 eV
Molar mass: 138.2 Da
Charge: 0
Frontier orbital gap: 8.90 eV

Each line ends with the Mulliken charge.
Geometry (Å):
C1 0.424 -2.300 -0.605  -1.31
C2 0.659 -0.936 -1.084  0.35
C3 -0.400 -0.297 -1.751  -0.27
C4 -0.401 1.044 -1.906  -0.45
C5 0.553 1.859 -1.242  0.92
O1 0.515 3.184 -1.335  -0.55
C6 1.682 1.287 -0.648  -0.52
C7 1.785 -0.107 -0.680  -0.64
H1 0.309 -3.103 -1.305  0.39
H2 1.031 -2.650 0.207  0.37
H3 -0.643 -2.283 -0.094  0.14
H4 -1.274 -0.935 -2.046  0.27
H5 -1.381 1.604 -2.209  0.14
H6 -0.139 3.438 -2.090  0.33
H7 2.340 1.976 -0.169  0.43
H8 2.560 -0.616 -0.161  0.40
C8 -0.441 0.338 2.005  -0.46
C9 -1.505 -0.692 2.260  -0.77
H9 -0.190 0.309 0.880  -0.03
H10 -0.694 1.423 2.428  0.31
H11 0.587 0.129 2.487  0.25
H12 -1.401 -0.887 3.347  0.29
H13 -1.380 -1.461 1.614  0.18
H14 -2.593 -0.326 2.095  0.22